(1)
Computed, not measured: a 11-piece molecular cluster, C66H144BF12N10O16S8 overall at a distorted geometry, with wB97M-V/def2-TZVPD.

Results
Maximum force, eV Å⁻¹: 10.67
Kohn-Sham gap, eV: 5.36

Geometry as ORCA input:
```
! RIJCOSX wB97M-V def2-TZVPD def2/J DEFGRID3
* xyz 1 1
H 16.9480 -4.7082 -4.2458
N -1.2303 6.3574 14.8322
H -6.6003 -15.5840 -1.4527
O 5.2923 -7.7943 0.2127
C 0.7258 -0.8344 -5.0199
H -2.5237 -9.5080 -0.9919
C -14.7948 -4.8731 -7.8178
H 2.0335 3.7496 -1.2335
C -18.3866 -2.3334 -4.4072
H -18.0678 -4.4132 -4.4130
F -7.5306 -0.1010 10.8471
H 15.0523 -3.1963 -4.4299
H 0.9561 -1.8984 -4.9637
H -0.0262 -0.6222 -5.7798
H 2.7631 6.4640 16.4993
H -12.7886 -6.1431 -6.9783
H -1.8970 -9.5894 1.6173
O -9.5542 1.0738 10.8156
N -4.6590 5.8558 -0.5585
H -6.2998 -16.9712 -0.3237
H 14.0564 -1.0079 -4.9234
H 12.2816 0.2798 0.0353
C 3.7396 6.1411 -10.0481
H -1.4536 8.0317 16.1380
H -13.9697 -4.7356 -8.5167
H -1.4383 -11.0220 0.0392
C -16.3183 -3.4122 -5.2957
H -3.1641 -0.1832 0.4466
H 5.4371 8.5587 -9.6081
H -2.0110 6.6743 12.8795
H 0.6635 5.4568 11.4254
H -4.6398 -9.9937 0.7769
H -4.1596 -10.1297 -3.5028
H 5.7266 12.8853 -6.1023
H -5.1694 -15.4326 1.0784
H -10.7601 -3.1938 -5.2210
H -17.8697 -1.3737 -4.4115
H 3.5065 12.6672 -9.8503
H 2.2313 0.0449 -2.8712
H -3.0416 5.0584 14.6816
O 6.4285 5.0163 7.7291
H 5.8514 12.1666 -10.3361
C -5.0420 -13.8546 -0.2735
H -3.5483 -8.6039 -3.4449
C 1.5438 2.8658 -0.8247
C 3.7487 11.9667 -10.6495
H 7.4296 10.5587 -8.9838
H 3.4808 1.8087 -0.6527
O 8.5142 6.2091 7.1951
H 14.5513 -4.9338 -2.6182
N 4.3174 -5.3189 0.8156
C -3.3756 7.5131 15.6569
H -4.3227 -15.8598 -0.5182
O -8.0931 1.0590 15.2061
C 4.3655 8.6032 -9.4140
C 2.2475 7.3936 16.2583
H -15.0232 -4.9957 -4.5254
S 7.8277 5.2105 8.0171
H -2.8057 0.5892 2.6298
H 7.4810 12.4913 -7.3375
H -3.5983 -13.5874 1.2531
H 13.2820 -2.2947 -6.7835
C 2.5789 1.9924 -0.0687
C 12.6120 -3.9262 -4.2985
C 5.0835 11.4157 -10.1503
H 1.4409 -1.3025 -2.2572
H -1.5985 1.4145 1.6243
C 13.0260 -1.1021 -1.5154
H -15.7001 -2.5965 -4.9209
C -2.2694 5.3288 15.4018
H 15.3084 -1.8855 -3.3153
H -1.1273 -1.4455 -0.8067
B 9.1817 5.0431 -3.9246
C 1.0674 2.1175 -2.0414
H 4.4025 6.9181 -8.0225
F 8.6812 3.8120 -3.7938
N -3.4404 -11.7121 0.2631
O 6.3436 -5.7379 -0.8174
H -0.7883 5.5257 9.3685
H -1.2317 0.8144 -1.6501
H 0.1337 2.4843 -2.4678
C -0.8181 4.8524 12.7997
F 4.2475 -4.7483 3.0275
C 12.5548 -2.3025 -2.3337
S 5.2204 -6.3627 -0.1604
F -4.6530 5.4021 -2.8251
H 1.6577 -0.2966 -5.1940
H 7.6889 10.9783 -6.3321
H 16.6577 -4.7619 -1.2682
H 2.7813 2.3223 0.9502
H -5.0410 -13.8016 -1.3622
O 6.3248 4.0886 10.2280
H -3.9915 5.5935 16.6600
C 0.1436 6.1237 15.5685
H 1.2113 0.3950 0.7234
C 12.4961 -2.1639 -6.0397
H -3.0056 -11.9320 -1.8658
H -2.4883 -1.5265 1.3173
H -4.2336 -9.2566 -1.2802
H -0.0829 0.7751 -3.8581
C 4.2814 9.7246 -8.3959
C 3.6384 12.5928 -11.9539
H -4.6302 -11.6288 -1.4263
C -1.9567 0.4420 1.9622
H -0.0529 4.3150 13.3598
S 7.4028 5.0561 10.2809
H -12.8814 -4.5447 -4.2304
H -12.3492 -3.8790 -6.7478
H 11.8427 -1.5092 -6.6164
N -8.5674 -0.0142 12.8780
H -15.5805 -4.1277 -7.9414
H 17.1461 -3.3615 -2.4327
H -11.1094 -2.8934 -3.4740
O 5.5617 -6.7209 2.6773
H -15.1189 -7.8705 -6.4696
C -3.3696 -9.8435 -1.5920
H 13.9597 -1.3067 -0.9915
H -18.9251 -2.2977 -5.3542
F 4.1679 -6.4109 -1.3110
C 13.1027 -1.5123 -4.7683
H -0.8032 -0.6007 -3.3301
H -16.5224 -6.0996 -7.6473
H 11.9741 -4.4064 -3.5565
C 3.8146 7.1981 -8.8965
H -1.6980 8.5441 14.5323
H -2.0774 4.9082 10.4082
N 5.2009 10.9182 -8.6900
C -3.6117 -11.3054 -1.2115
S -8.9247 1.0807 13.9922
H -5.8268 -13.1762 0.0611
F 10.0082 5.2744 -2.8742
H 4.4066 9.3967 -7.3640
H -16.3578 -5.5168 -5.7068
N -14.3513 -4.7922 -6.4213
H -15.5136 -6.3253 -9.0704
S -5.8292 6.1341 0.7423
C 7.0512 11.5443 -7.0111
C -1.9564 -11.5555 0.8361
N 8.5840 4.8347 9.5011
H -16.9732 -3.4320 -3.3604
H 12.3345 -3.1982 -1.7528
H -11.6337 -1.8402 -4.7512
H 3.8421 8.8771 -10.3300
H 18.2598 -5.4302 -3.2911
H -1.1883 -10.8236 2.6676
C -1.1081 6.2307 13.2990
H -3.5905 -11.4856 3.2876
H 4.2951 5.3304 -9.5767
H -1.1240 0.0600 2.5528
F 8.2944 3.8323 7.3626
H -2.5660 6.3448 17.2643
H 0.6666 8.1549 14.8424
O 7.1058 6.4853 10.4884
H 11.5304 -2.0730 -2.6270
H -1.5169 -12.5103 1.1248
H 3.6138 11.7876 -12.6882
H 5.0458 12.8773 -8.3074
H 4.3860 13.3855 -11.9807
C -4.3701 -10.9069 1.3074
F -4.7296 6.0565 1.9515
H -3.7985 -9.7962 3.0679
C 1.7823 0.6161 -0.1784
C 17.1970 -5.1883 -3.2995
H -3.6776 8.2665 16.3844
H 10.7652 -3.2126 -5.3687
C -6.4202 -15.8925 -0.4229
H 16.8016 -6.2038 -3.3212
H -2.8202 -13.8007 -0.1917
H -19.0495 -2.3662 -3.5427
C -12.8381 -3.5523 -4.6791
C 15.0915 -4.0125 -2.4004
C -0.3017 4.9621 11.3169
H -1.7554 4.3088 12.9181
C -13.2439 -3.6414 -6.1723
H 3.2536 10.0772 -8.4823
H -3.9734 7.6300 14.7530
C 14.8027 -2.8443 -3.4289
H -2.4389 -9.9385 -3.6331
H -0.8375 1.5150 -0.1960
O -7.4723 2.0649 11.8067
H -1.3742 6.6402 10.7545
C -17.4883 -3.4948 -4.3190
C -1.2704 5.6376 10.3397
H -1.7833 4.4229 15.7640
C -15.4934 -6.2207 -7.9857
C -1.9646 7.7415 15.2200
C -13.7023 -6.2214 -6.3890
S -5.7084 5.2651 -1.5724
H 1.7158 2.0427 -2.9143
H 0.5213 5.1165 15.3929
H -13.4304 -6.4670 -5.3625
H 6.6327 9.6612 -7.7799
H 2.5270 -0.1542 -0.3784
H 4.3480 6.4680 -10.8914
O -6.8169 6.1771 -1.9045
H 3.0775 7.9515 15.8248
C 1.2493 -0.2594 -2.5088
N 13.3380 -2.6367 -3.6553
C 16.5989 -4.2857 -2.2469
H 11.9536 -4.1588 -6.3449
C -11.5081 -2.8906 -4.4885
C -0.9912 -0.7197 -0.0049
H 2.7883 7.2852 -8.5397
H 12.4974 -0.6985 -4.3689
O -5.9124 3.8429 -1.4861
C -2.2453 -0.5462 0.9072
H -0.2003 -1.1687 0.5959
N 0.8649 0.7217 -1.3574
H 2.9600 11.2153 -10.6882
H -7.2364 -15.6200 0.2462
C 11.8169 -3.4518 -5.5267
H 14.9448 -3.6382 -1.3872
F 8.0984 5.8253 -3.8691
H -13.4939 -2.9597 -4.0413
H 2.7646 5.7638 -10.3565
O 6.4043 -4.5500 1.9077
H -0.2464 6.7764 12.9146
C 5.6665 11.8701 -6.4946
C -15.5923 -4.7911 -5.4322
C 12.0059 -0.6294 -0.4990
F 8.1447 4.6095 11.5622
F -10.2577 0.3424 14.4951
C -3.3099 -9.6000 -3.0721
H 13.4398 -4.5539 -4.6285
H 11.6830 -1.3303 0.2707
H 0.7098 3.1197 -0.1703
H 13.0613 -0.1768 -2.0904
O -6.3881 7.5014 0.7927
O -9.5214 2.3860 13.6847
S -8.4178 0.9530 11.6838
H 1.6397 6.8880 14.2895
H 3.7077 12.1111 -7.5565
H 5.4630 10.5406 -10.6779
H -16.5148 -3.2805 -6.3597
S 5.2827 -5.4723 1.9833
C -5.1077 -15.3066 -0.0026
H 11.1119 -0.4192 -1.0861
C -0.5889 0.6345 -0.7885
F 9.7812 5.2300 -5.1690
H 1.7366 7.7847 17.1382
C -14.6648 -7.2079 -7.2065
C -2.0429 -10.5859 2.0342
H 5.3550 11.0871 -5.8033
H -13.8001 -2.7836 -6.5503
C 1.1699 7.2571 15.2011
H -0.2244 6.2616 16.5852
C 0.1718 -0.2712 -3.6891
H -5.2461 -11.5081 1.5510
H 2.6863 13.0798 -12.1650
C -3.4944 -10.6994 2.5388
C 6.6827 10.6669 -8.1973
O -6.7386 5.1354 1.1910
C -3.6869 -13.2771 0.2120
H -0.0606 3.9814 10.9067
C 4.7840 12.0124 -7.6978
H -14.2033 -7.9053 -7.9056
C -3.1226 6.1706 16.3435
*
```


(2)
Computed, not measured: a 2-piece molecular cluster, C7H13Cl overall at a distorted geometry, with wB97M-V/def2-TZVPD.

Results
Maximum force, eV Å⁻¹: 4.07
Kohn-Sham gap, eV: 9.23

Geometry as ORCA input:
```
! RIJCOSX wB97M-V def2-TZVPD def2/J DEFGRID3
* xyz 0 1
C -0.4423 0.4262 1.3436
H 2.5097 1.2101 1.1557
H -1.3725 -1.8876 0.6843
C -0.3845 -0.0323 -0.0431
C 1.4711 -1.8427 -0.5320
H -1.7951 1.4955 -0.9742
C -1.5256 -1.0468 -0.1011
H 0.8111 -2.6805 -0.7195
H 2.4643 -2.1526 -0.4179
H -2.4909 -0.5441 0.1967
H 2.8074 1.6080 -0.6113
C -0.6610 1.1488 -0.9983
H -0.4210 -0.4597 1.9134
Cl 4.0844 -0.1005 0.1181
H -0.0512 1.9763 -0.7627
C 0.9655 -0.6780 -0.3036
H -1.5497 -1.5203 -1.1545
H -1.4954 0.6016 1.6314
C 2.7130 0.8309 0.1629
H -0.4635 0.9911 -2.0476
H 0.3088 1.1703 1.6292
*
```


(3)
Computed, not measured: C38H50Cl5N3PtSi2Te2 as an isolated structure at a distorted geometry, with wB97M-V/def2-TZVPD.

Results
Maximum force, eV Å⁻¹: 4.02
Kohn-Sham gap (spin up / spin down), eV: 7.60 / 5.25

Geometry as ORCA input:
```
! RIJCOSX wB97M-V def2-TZVPD def2/J DEFGRID3
* xyz 2 5
Si -19.1171 -4.1694 -2.5571
Cl -18.6045 -4.1731 3.1604
Cl -14.9524 -8.0839 3.7393
H -20.8930 -13.1697 8.1124
C -22.9160 -10.4490 3.8143
Si -18.7217 -9.3230 0.1031
H -19.1167 -12.3751 7.6841
H -18.8528 -10.4531 2.3275
C -24.2681 -7.3976 3.9558
C -20.4409 -5.1676 -3.4344
H -17.9857 -10.9325 7.4832
C -20.4961 -5.7522 8.8815
H -19.0940 -10.7056 4.9221
H -21.0815 -5.4328 -2.5900
C -23.2404 -7.8309 10.4479
H -21.5349 -9.2691 1.9847
H -20.8515 -8.4135 -0.6648
C -18.6356 -7.6058 5.2361
H -23.0028 -13.8493 8.5586
C -24.0238 -7.2902 6.6881
N -22.4837 -9.0605 3.8001
H -18.2051 -2.8966 -4.5116
H -23.2103 -8.4888 1.9293
C -21.5671 -12.3508 7.8719
H -23.9391 -10.6005 3.3153
Te -19.4476 -7.5261 8.6904
C -22.4915 -10.2405 7.0708
C -22.9769 -5.2494 9.3697
H -16.7448 -7.6545 -0.0963
N -20.0971 -10.7429 6.7654
H -23.2949 -8.8585 10.8088
H -24.9563 -12.3348 8.0604
H -20.5488 -8.6960 10.9891
H -25.5615 -5.7851 4.1531
H -18.9963 -10.4825 -1.9326
H -20.0466 -5.9374 -3.9925
C -22.0284 -7.4571 9.8774
H -16.2435 -9.3290 -0.3215
H -20.2034 -11.0365 -0.7580
C -16.9261 -6.2605 3.4082
C -20.8955 -8.4057 9.9362
H -17.2702 -8.4566 -1.5658
C -24.0199 -11.9459 7.8220
C -18.7812 -9.4294 2.0138
N -22.2181 -9.0486 6.5750
H -17.4457 -4.6992 -0.7572
C -19.9269 -11.2065 5.3993
H -17.7211 -6.2479 -1.5730
H -25.5611 -5.7186 6.5413
Cl -20.5252 -5.6878 4.9781
C -16.5170 -7.4397 4.0486
H -24.5037 -7.5057 2.8843
H -18.5237 -11.7035 -0.8114
H -17.0958 -2.7217 -3.3470
H -24.0003 -7.4274 7.7696
C -24.9400 -6.4784 4.6848
C -24.1775 -5.6739 9.9148
H -22.8467 -4.2906 8.8366
H -19.5709 -7.7591 -1.6442
H -21.2550 -9.3431 9.4955
H -19.5078 -8.6438 2.3659
H -23.1420 -10.8667 4.8008
C -23.2712 -8.1713 4.5219
C -17.0867 -8.6364 -0.4769
H -20.7803 -3.1856 -0.9115
C -24.9445 -6.4220 6.0446
H -20.7549 -11.0913 4.7883
C -18.1317 -5.6863 3.8268
H -19.3021 -2.3004 -0.9180
C -18.2193 -5.3351 -1.2067
C -23.2244 -8.2155 5.9397
H -20.4817 -5.4396 7.8500
H -20.5162 -2.0118 -2.0866
H -17.7508 -9.0901 2.4195
H -22.0832 -10.9861 3.3653
C -24.3261 -6.9147 10.5240
H -19.4066 -11.1295 8.7521
C -18.9290 -6.3746 4.7149
Pt -20.2022 -8.5064 6.2477
H -25.0235 -5.0387 10.0925
C -19.9728 -2.8094 -1.6088
H -17.2180 -4.3513 -3.9786
C -17.7919 -3.4889 -3.6693
H -25.2037 -7.1891 11.0338
H -20.8962 -4.5035 -4.2029
C -19.0471 -11.2822 7.7515
H -19.7002 -12.2532 5.4294
C -17.3499 -8.0830 4.8729
C -21.8512 -6.1731 9.4210
H -19.9957 -5.0488 9.5728
Te -19.4564 -6.1404 0.3052
H -24.5988 -9.9808 7.0688
C -19.0923 -10.7766 -0.9507
H -21.7792 -7.5599 2.4563
C -21.3676 -11.1571 7.2905
C -22.2525 -8.5904 2.4328
C -23.8331 -10.7064 7.2878
Cl -15.8542 -5.5973 2.2034
C -19.9113 -7.9553 -0.6235
C -22.9039 -12.7925 8.1418
Cl -16.8908 -9.5761 5.7544
*
```


(4)
Computed, not measured: C4H8CuO as an isolated structure at a distorted geometry, with wB97M-V/def2-TZVPD.

Results
Maximum force, eV Å⁻¹: 1.48
Kohn-Sham gap, eV: 6.70

Geometry as ORCA input:
```
! RIJCOSX wB97M-V def2-TZVPD def2/J DEFGRID3
* xyz 1 1
C 2.1960 0.5883 0.2288
C -1.7851 -0.7100 -0.7666
O 0.3059 0.6019 1.6873
H 2.2733 -0.0660 -0.6522
C 1.2516 -0.0149 1.1966
H -2.4198 -0.4856 0.0943
H 1.5389 -0.9872 1.6395
H -1.4632 -0.4930 -2.8489
H -0.7652 -1.1306 -0.5707
C -2.1388 -0.3535 -2.0016
H -3.0599 0.2027 -2.1902
H 1.8914 1.5997 -0.0593
H 3.1950 0.5986 0.6947
Cu -1.0202 0.6497 3.5483
*
```


(5)
Computed, not measured: a 2-piece molecular cluster, C10H23BO7P overall at a distorted geometry, with wB97M-V/def2-TZVPD.

Results
Maximum force, eV Å⁻¹: 7.69
Kohn-Sham gap, eV: 1.82

Geometry as ORCA input:
```
! RIJCOSX wB97M-V def2-TZVPD def2/J DEFGRID3
* xyz -1 1
O 3.1770 -2.4663 0.2695
C -5.0613 -0.1490 1.0173
C 1.9251 -3.0150 -0.1622
H -0.3452 -2.3462 -1.6855
C 3.4694 2.8804 -3.1130
H 0.5881 4.2782 -1.3361
O 2.0294 3.5422 -0.0256
C -0.6176 -2.8591 -0.6964
H 3.9556 2.9685 1.6064
H 4.8364 1.6278 0.8204
H -4.0024 0.2292 1.2182
C 0.4998 -2.4367 0.3541
O -3.0430 -1.7192 2.9086
H 0.2646 -2.7206 1.4249
H -0.6144 -3.9827 -0.8925
C 1.4305 4.6131 -0.7282
C 3.9724 1.8913 1.4418
O 1.9565 -3.9517 -0.9678
O 1.3017 1.2401 -0.9686
H -5.3630 -2.2818 0.1760
H -5.7746 0.3655 1.7391
O 2.7711 1.4595 0.8070
B -3.6770 -2.2448 1.6851
C -2.0773 -2.3691 -0.3041
H 1.0645 5.3413 -0.0019
H 3.2355 3.3206 -4.0838
H -2.0324 -1.2985 0.1273
H 3.8551 1.8676 -3.2643
H -5.3372 0.1662 -0.0354
H 4.2282 3.4933 -2.6156
P 2.5112 2.1401 -0.7592
H -2.5267 -0.9553 2.5636
H -5.9804 -1.9621 1.9358
H 3.1012 -1.4817 0.1525
H 4.0603 1.3852 2.4023
C -5.1565 -1.7713 1.1803
H 0.6028 -1.2955 0.3348
H -1.9789 -3.7721 1.5001
H 2.1781 5.1109 -1.3520
C -2.7835 -3.3030 0.8299
O 2.2815 2.8373 -2.3302
H -2.8133 -2.3587 -1.1791
*
```


Relative energy (zero: lowest compared OMol25 entry of this formula, charge and spin) readings, ordered: 911.14, 381.50, 223.50, 0.00, 772.07 kJ/mol